C23H22ClN6O2PdS | ωB97M-V/def2-TZVPD

Positions of all 56 atoms, in Å:
Pd 0.28752 -0.22901 0.06663
C 5.08828 0.95069 0.75014
C 4.03514 0.60504 1.73297
N 4.19174 0.38143 2.99586
N 2.93563 0.08615 3.45884
C 1.99439 0.12004 2.51275
S 0.33917 -0.12240 2.55738
N 2.69898 0.45218 1.40600
N 2.07027 0.58790 0.16211
H 6.02472 1.09763 1.28079
H 4.83786 1.86566 0.21122
H 5.21971 0.14888 0.02030
H 2.79097 -0.12154 4.43323
H 1.99393 1.57531 -0.08629
H 2.62590 0.11774 -0.54944
O 0.13343 -7.62527 -0.33885
C -1.06811 -7.05794 -0.11937
O -2.04896 -7.73502 -0.03171
C -1.13422 -5.55494 -0.10234
C -0.03181 -4.72305 0.04004
C -0.18907 -3.34718 0.06265
C -1.44767 -2.77221 -0.05624
C -2.55699 -3.61010 -0.19110
C -2.39692 -4.98018 -0.20959
N -1.53557 -1.34200 -0.01861
C -2.66443 -0.75273 -0.06009
C -2.81865 0.70542 0.00241
C -4.08212 1.27067 -0.11092
C -4.20001 2.65006 -0.03651
C -3.05589 3.40368 0.15570
C -1.83385 2.74545 0.26422
N -1.71717 1.42989 0.18905
H 0.81019 -6.96709 -0.52733
H 0.96716 -5.12250 0.16867
H 0.67010 -2.69896 0.18776
H -3.55905 -3.21674 -0.28052
H -3.25244 -5.63469 -0.30488
H -3.58837 -1.31882 -0.13278
H -4.95044 0.64062 -0.25564
H -5.16731 3.12532 -0.12509
H -3.09840 4.48165 0.22400
H -0.91758 3.30308 0.42104
Cl 1.22979 2.47179 -2.38706
C 2.20054 1.06806 -2.73992
C 3.50022 1.26760 -3.18153
C 4.32197 0.17601 -3.42014
C 3.82342 -1.10669 -3.22514
C 2.51827 -1.28501 -2.79346
C 1.66966 -0.20627 -2.52238
C 0.31525 -0.43503 -1.97268
H 3.85849 2.27618 -3.33981
H 5.33425 0.32886 -3.76836
H 4.44567 -1.96818 -3.42798
H 2.12485 -2.28682 -2.66353
H -0.01496 -1.45066 -2.18980
H -0.41684 0.27287 -2.36216

Forces on the atoms, in the same order (eV/Å):
-2.1465 -1.0535 0.4580
-0.0024 -0.0084 0.0089
0.0584 0.0392 0.0012
-0.0627 0.0054 -0.0657
-0.0015 0.0269 0.0525
-0.0005 0.0478 0.2310
-0.1044 -0.1711 -0.0411
0.1381 0.0002 -0.0853
1.5630 0.6276 -0.1445
0.0051 -0.0056 0.0003
0.0002 0.0028 0.0050
-0.0142 0.0084 -0.0057
0.0166 -0.0004 -0.0019
0.1077 0.0595 -0.0447
0.2490 0.0610 -0.0548
0.0379 -0.0336 0.1432
-0.0910 0.0283 -0.5956
0.0112 -0.0235 0.2547
0.0625 0.0561 0.1752
-0.0369 -0.0698 0.0159
0.0400 0.1322 0.0110
-0.1173 -0.1796 0.0177
0.0050 0.0818 -0.0220
-0.0220 -0.0334 -0.0042
0.2448 0.1425 -0.1065
-0.0468 -0.0491 0.0182
-0.0665 0.0765 0.0149
-0.0185 -0.1184 -0.0176
0.0265 0.0519 0.0038
0.0108 -0.0161 0.0013
-0.1025 -0.0127 -0.0102
0.0540 0.1933 -0.0629
0.0097 0.0299 0.0214
0.0065 -0.0037 0.0090
-0.0041 -0.0245 -0.0035
-0.0024 -0.0233 -0.0173
0.0025 0.0072 0.0017
-0.0040 0.0081 0.0199
-0.0035 0.0166 0.0031
-0.0003 -0.0045 0.0022
-0.0071 -0.0009 -0.0020
0.0035 0.0133 -0.0004
-0.0739 0.1213 0.0260
0.1236 -0.1033 -0.0192
0.0858 0.0293 -0.0422
-0.0877 0.0225 0.0155
-0.0428 0.0135 -0.0134
0.1250 -0.0613 0.0417
-0.1067 -0.0132 -0.2863
0.1281 0.0705 -0.0379
-0.0058 -0.0035 -0.0013
-0.0038 0.0015 -0.0043
-0.0002 -0.0008 0.0026
0.0196 0.0005 0.0259
0.0337 -0.0054 0.0239
0.0075 0.0442 0.0846

Summary:
* gap between HOMO and LUMO: 7.46 eV
* net charge: +1
* E_LUMO: -3.68 eV
* electronic energy: -64075.880 eV
* energy above the lowest of the compared OMol25 structures with the same formula, charge and spin: 0.0000 eV

These are the Mulliken partial charges, in e, on atoms 1 to 6: 0.61, -1.14, 0.91, -0.75, 0.20, 0.26

***

C23H22IN13SSeTi | ωB97M-V/def2-TZVPD

Positions of all 62 atoms, in Å:
Ti -0.00306 -0.86926 -0.07189
N -0.98452 -4.48260 2.18915
C -0.45226 -3.60498 1.29995
S -1.46737 -3.04099 0.01139
N 0.78736 -3.23044 1.41255
N 1.13869 -2.29171 0.49809
C 2.27411 -2.41377 -0.16652
C 2.36635 -1.64733 -1.34670
C 3.51509 -1.55690 -2.16111
C 3.49162 -0.75815 -3.27259
C 2.31647 -0.05546 -3.58048
C 1.22094 -0.19777 -2.76331
N 1.21315 -0.97315 -1.67400
H -1.83304 -4.94256 1.90253
H -0.34231 -5.00887 2.75663
H 3.01877 -3.14661 0.12723
H 4.40184 -2.09589 -1.86683
H 4.36513 -0.64937 -3.89419
H 2.27960 0.60650 -4.42724
H 0.30306 0.34498 -2.95261
N -1.83529 -1.13868 -2.85202
C -2.38614 -0.33396 -1.91268
N -3.50809 0.30018 -2.20902
C -3.96707 1.14033 -1.26252
N -5.07400 1.83912 -1.55991
N -3.41440 1.33024 -0.07189
C -2.31441 0.60819 0.17568
N -1.72221 -0.19244 -0.75882
C -1.76198 0.54751 1.48767
C -2.18532 1.39029 2.53035
C -1.72020 1.16920 3.79915
C -0.84203 0.09313 4.01541
C -0.40788 -0.64955 2.93998
N -0.83223 -0.44437 1.68942
H -2.42548 -1.36070 -3.63625
H -1.18406 -1.84890 -2.52930
H -5.57179 1.60979 -2.40154
H -5.53483 2.34119 -0.82187
H -2.85450 2.20081 2.28672
H -2.02280 1.80500 4.61594
H -0.48194 -0.13882 5.00391
H 0.32097 -1.44694 3.07825
I -3.78890 4.35365 -3.58269
C -2.27931 3.60822 -2.35834
C -2.01433 3.96249 -1.05360
N -0.98349 3.19269 -0.67371
N -0.57883 2.37333 -1.63610
C -1.34925 2.61364 -2.67830
H -2.48447 4.67888 -0.41284
H -0.49241 3.16972 0.21090
H -1.21628 2.10753 -3.61337
Se 1.32863 1.31749 0.37557
C 2.74528 0.55763 1.43144
C 3.89900 0.10070 0.80295
C 4.86790 -0.50979 1.57992
N 4.77655 -0.64613 2.89323
C 3.71168 -0.13912 3.49137
C 2.66889 0.47418 2.81712
H 4.02349 0.23927 -0.26375
H 5.76625 -0.91543 1.13082
H 3.69549 -0.23503 4.57024
H 1.82020 0.88977 3.34244

Forces on the atoms, in the same order (eV/Å):
0.6204 -0.3251 -0.5183
-0.1802 -0.1906 0.3029
0.6097 0.3002 -0.7461
-0.3001 0.2154 -0.1154
0.0658 -1.1353 1.2950
0.9592 -0.8838 -0.1545
0.1805 -0.4702 0.0342
0.1882 -0.0692 -0.3704
-0.2069 0.0240 0.0992
-0.0859 -0.0902 0.2175
-0.2392 0.0020 0.1355
0.2118 0.3042 -0.5670
1.0787 -0.4207 -0.9791
0.1154 0.0365 0.0590
0.0778 -0.0311 0.0110
-0.0128 0.0901 0.0312
0.1133 -0.0723 0.0156
0.1387 -0.0333 -0.0825
-0.0845 0.0955 -0.1510
0.1324 -0.0182 -0.0358
-0.1156 -0.0743 0.3653
-0.4217 0.0555 -0.8042
-0.1475 0.0036 0.0715
0.1457 -0.3614 -0.7484
-0.0684 -0.1879 0.2116
0.8403 -0.2790 1.0939
-1.3906 -0.0939 -2.3007
-1.8488 1.2371 0.5612
0.6822 -0.2798 2.1485
0.0729 -0.2539 -1.0357
0.5735 -0.6460 0.3016
-0.5064 0.6165 -0.1313
0.1440 -0.4839 0.1231
-1.7448 1.5964 1.6958
0.0032 -0.0189 0.0097
-0.1072 0.1442 -0.1070
0.0340 0.0567 -0.0049
0.0294 0.0379 -0.0569
-0.1410 -0.0114 0.0351
-0.0399 0.0450 0.0975
0.0905 -0.0111 0.0957
-0.1292 0.1276 -0.1676
0.3726 0.0082 0.1439
-0.6434 0.5297 -0.1530
-0.1272 0.0470 -0.4129
-0.1103 0.2918 0.0647
0.5128 -0.3479 -0.3386
-0.0824 0.3262 0.2860
-0.0671 0.1379 0.1738
0.0700 -0.0410 0.0006
0.0291 -0.2230 -0.1564
0.7566 0.5111 0.2546
-0.3933 0.3925 -0.0942
-0.0612 0.0970 0.0984
0.0364 0.0629 -0.2650
0.4252 -0.2477 0.2865
-0.2355 0.0855 0.1974
0.1272 -0.0763 -0.1392
0.0344 -0.0959 0.0916
0.0726 0.0137 -0.1174
-0.0839 0.0271 0.1024
0.0305 -0.0458 0.0422

Summary:
* gap between HOMO and LUMO (spin up / spin down): 4.90 / 6.46 eV
* expectation value of S²: 2.020
* spin multiplicity: 3
* E_LUMO (spin up / spin down): -0.97 / -1.03 eV
* electronic energy: -150979.328 eV
* energy above the lowest of the compared OMol25 structures with the same formula, charge and spin: 2.1762 eV

These are the Mulliken partial charges, in e, on atoms 1 to 6: -0.81, -0.49, 0.76, -0.52, -1.66, 1.49

***

C23H22IN13SSeTi | ωB97M-V/def2-TZVPD

Positions of all 62 atoms, in Å:
Ti 0.35103 -0.89273 0.16499
N 3.29170 -3.92781 1.60503
C 2.51717 -2.81644 1.44801
S 0.78897 -3.02929 1.50279
N 3.14405 -1.68691 1.26620
N 2.28741 -0.64447 1.01356
C 2.75688 0.54546 1.24537
C 1.81115 1.62144 1.14723
C 2.08115 2.90992 1.61643
C 1.06853 3.84167 1.63227
C -0.19801 3.46709 1.18359
C -0.38477 2.18241 0.72614
N 0.58730 1.26126 0.69886
H 2.86104 -4.73608 2.01604
H 4.27229 -3.77600 1.77686
H 3.77215 0.68760 1.59906
H 3.07659 3.14797 1.96709
H 1.24862 4.84611 1.99162
H -1.02164 4.16644 1.17116
H -1.34554 1.85883 0.34332
N -0.02926 -0.19626 3.49389
C -1.23710 -0.20041 2.92103
N -2.27680 0.27362 3.60284
C -3.44283 0.21916 2.96285
N -4.51003 0.76596 3.56894
N -3.65446 -0.34767 1.75764
C -2.55190 -0.77324 1.17208
N -1.31734 -0.67852 1.65728
C -2.67920 -1.46575 -0.13730
C -3.92375 -1.80737 -0.64107
C -3.98195 -2.50568 -1.83497
C -2.80131 -2.82916 -2.48089
C -1.60170 -2.43332 -1.91626
N -1.53621 -1.76887 -0.76375
H 0.02358 0.03123 4.47104
H 0.68575 -0.77745 3.07333
H -4.41327 1.12881 4.49909
H -5.41510 0.66413 3.14903
H -4.81059 -1.52529 -0.09432
H -4.93736 -2.79066 -2.25523
H -2.79691 -3.36807 -3.41758
H -0.65800 -2.63263 -2.40554
I 3.71721 -5.34945 -3.21093
C 2.94616 -3.56897 -2.52572
C 3.35623 -2.29611 -2.85630
N 2.58456 -1.45509 -2.15517
N 1.69142 -2.09900 -1.39814
C 1.89693 -3.39221 -1.61420
H 4.11362 -1.94260 -3.53420
H 2.43675 -0.45395 -2.27164
H 1.32672 -4.12989 -1.07431
Se 0.08910 0.47869 -2.42012
C 0.08386 2.37821 -2.35980
C -1.09010 3.10694 -2.17739
C -1.04620 4.49199 -2.16011
N 0.06752 5.20655 -2.30398
C 1.18877 4.50997 -2.49372
C 1.24788 3.12669 -2.53482
H -2.04083 2.59873 -2.07082
H -1.96293 5.05693 -2.01851
H 2.09619 5.09171 -2.62212
H 2.19685 2.63185 -2.69576

Forces on the atoms, in the same order (eV/Å):
0.4323 -0.0825 -0.5080
0.0155 0.0069 0.0059
-0.0192 -0.0224 -0.0394
0.0039 0.0902 0.1187
0.0572 -0.0311 -0.0416
0.0437 0.0517 0.0868
-0.0178 -0.0323 0.0697
0.0073 -0.0271 0.1168
0.0054 0.0588 -0.1712
0.0106 -0.0028 0.0018
-0.0209 0.0011 -0.0231
0.0232 -0.0070 -0.0696
-0.0479 -0.1671 0.3463
-0.0003 -0.0001 0.0008
0.0014 -0.0044 -0.0111
-0.0002 0.0087 0.0061
-0.0007 0.0061 0.0004
0.0026 0.0005 -0.0044
0.0075 0.0053 -0.0071
-0.0055 0.0112 0.0215
0.0051 -0.0404 0.0033
0.0017 0.0492 0.0085
0.0142 -0.0023 0.0120
-0.0217 -0.0128 -0.0140
-0.0094 -0.0182 0.0053
0.0806 0.0257 0.1274
-0.1512 -0.1231 -0.1041
-0.0886 0.1613 -0.2128
-0.1182 -0.0319 -0.0154
0.0287 0.0225 -0.0401
-0.0377 -0.0045 -0.0096
0.0251 -0.0049 -0.0120
0.0105 0.0575 -0.0027
-0.0116 0.0424 0.2190
-0.0099 0.0204 -0.0022
0.0050 0.0097 -0.0106
0.0078 0.0031 -0.0012
0.0017 0.0034 -0.0031
0.0074 0.0058 0.0133
0.0052 -0.0035 -0.0029
-0.0130 -0.0001 0.0005
0.0007 -0.0097 0.0025
-0.0027 0.0094 0.0060
-0.0077 -0.0227 -0.0013
-0.0161 0.0378 -0.0176
-0.0055 -0.0058 -0.0151
-0.3129 0.0389 -0.0900
0.1444 -0.0005 0.1333
0.0100 -0.0148 0.0070
-0.0346 0.0000 -0.0376
0.0042 -0.0113 -0.0105
0.0071 -0.0376 0.1183
0.0384 0.0316 -0.0231
-0.0909 0.0262 -0.1173
-0.0139 -0.0430 0.0028
0.0366 0.0078 0.0094
-0.0265 0.0049 0.0357
0.0128 -0.0251 0.1232
0.0233 -0.0264 0.0226
0.0071 0.0122 -0.0068
-0.0036 0.0090 0.0029
-0.0004 -0.0039 -0.0022

Summary:
* gap between HOMO and LUMO (spin up / spin down): 5.55 / 6.76 eV
* expectation value of S²: 2.020
* spin multiplicity: 3
* E_LUMO (spin up / spin down): -0.41 / -0.49 eV
* electronic energy: -150981.504 eV
* energy above the lowest of the compared OMol25 structures with the same formula, charge and spin: 0.0000 eV

These are the Mulliken partial charges, in e, on atoms 1 to 6: 0.03, -0.43, 0.64, -0.44, -1.83, 1.54

***

C23H22N2O7S | ωB97M-V/def2-TZVPD

Positions of all 55 atoms, in Å:
C -4.11072 -2.83242 0.27669
H -4.81620 -3.25513 0.98988
O -2.98057 -2.46494 1.03431
C -1.93960 -1.86897 0.41042
C -1.85917 -1.63024 -0.95982
C -0.74886 -0.98508 -1.47801
C 0.27912 -0.58833 -0.64648
C 0.22051 -0.83676 0.71395
C -0.88142 -1.47616 1.23742
H -0.96007 -1.67099 2.29441
H 1.02774 -0.52592 1.35460
S 1.59173 0.37826 -1.39006
O 0.93094 1.43754 -2.12601
O 2.49131 -0.43370 -2.14787
N 2.39608 1.10691 -0.10472
C 3.75075 0.77320 0.06174
C 4.76695 1.71488 0.03656
C 6.09070 1.32485 0.16215
C 6.40390 -0.01410 0.28385
C 5.39850 -0.96829 0.30674
C 4.06819 -0.58754 0.21770
O 3.00786 -1.43950 0.30189
C 3.23388 -2.81175 0.07769
H 3.74934 -2.97273 -0.87249
H 2.24501 -3.26630 0.03590
H 3.80561 -3.26452 0.89472
H 5.66019 -2.00952 0.40765
H 7.43372 -0.32733 0.36264
H 6.87143 2.06941 0.14429
H 4.52525 2.75791 -0.09765
C 1.89493 2.39553 0.33746
H 2.56880 2.77858 1.10572
H 1.83272 3.10244 -0.49853
C 0.51368 2.20230 0.98321
O 0.38329 2.07277 2.18089
N -0.48737 2.19499 0.07039
C -1.81636 1.79694 0.24158
C -2.37052 1.51688 1.48457
C -3.68775 1.08351 1.60588
C -4.42322 0.95371 0.45439
C -3.87120 1.24313 -0.79430
C -2.57491 1.66323 -0.93129
H -2.14717 1.87105 -1.89774
O -4.80766 1.01571 -1.77074
C -5.99039 0.65387 -1.09105
O -5.72397 0.53709 0.28879
H -6.76160 1.42592 -1.25522
H -6.35930 -0.30800 -1.47971
H -4.11422 0.85567 2.56752
H -1.76294 1.62900 2.36579
H -0.18804 2.22958 -0.90493
H -0.67822 -0.77306 -2.53317
H -2.65318 -1.92406 -1.62685
H -3.86212 -3.58523 -0.47776
H -4.56538 -1.96429 -0.20693

Forces on the atoms, in the same order (eV/Å):
-0.1553 -0.0854 -0.1068
0.0162 0.0225 -0.0922
0.2200 0.0662 0.1653
0.2473 0.0945 -0.0778
-0.1448 -0.1896 0.1159
0.1502 0.0298 -0.0855
0.5161 0.3198 -0.1890
-0.0410 -0.1824 0.1841
-0.1197 -0.0677 -0.1294
0.0014 0.0067 0.1532
0.0157 0.0424 0.1104
-0.2451 -0.0577 -0.2135
0.0416 0.0554 -0.0280
0.0614 -0.0502 0.1996
-0.5306 -0.5782 -0.6369
0.6039 -0.5649 0.0074
-0.2189 -0.1119 -0.0227
0.1088 0.0143 0.0382
-0.0033 0.0904 -0.0266
-0.1899 -0.1729 -0.0016
0.1057 0.0580 0.1965
0.4161 0.4057 0.1952
0.0122 -0.2295 -0.0215
-0.0052 0.0139 0.0198
0.0644 -0.0283 0.0014
-0.0321 0.0291 -0.0600
-0.0212 -0.1083 0.0197
0.0848 -0.0272 0.0090
0.0617 0.0638 -0.0004
-0.0502 0.1113 -0.0305
-0.3670 0.3769 0.0620
-0.1495 -0.1148 -0.1072
0.0872 0.0011 0.1568
0.1534 0.4822 -0.1817
0.0458 -0.1277 0.3052
0.0231 0.2785 -0.3442
-0.3874 -0.0593 0.2949
0.2391 0.0963 0.0919
-0.4017 -0.0820 -0.3439
0.3799 0.1515 -0.4378
-0.1153 -0.0454 0.6344
-0.2949 0.0045 0.0073
0.0718 0.0323 -0.1910
0.5253 0.0510 -0.0816
-1.1231 -0.1156 -0.4784
0.2306 -0.0711 0.3829
0.2387 -0.1166 0.0719
0.1547 0.1803 0.1027
-0.0500 -0.0276 0.1608
0.0303 0.0091 0.0215
-0.0536 0.0769 0.3834
-0.1238 0.0103 -0.1695
-0.1012 -0.0242 -0.0464
0.0068 0.0335 0.0208
0.0106 0.0299 -0.0083

Summary:
* gap between HOMO and LUMO: 8.43 eV
* E_LUMO: 0.62 eV
* electronic energy: -52354.599 eV
* energy above the lowest of the compared OMol25 structures with the same formula, charge and spin: 2.5067 eV

These are the Mulliken partial charges, in e, on atoms 1 to 6: -0.63, 0.26, -0.44, 0.84, -0.42, -1.05